a:
Formula: C5H7N3
Source: the Open Molecules 2025 dataset
Level of theory: the ωB97M-V functional and the def2-TZVPD basis

```
15
Properties=species:S:1:pos:R:3:mulliken_charge:R:1
C -1.947 0.872 -0.015 -0.762
C -0.621 1.073 -0.083 -0.142
C -0.035 -0.274 -0.112 0.516
N 1.252 -0.683 -0.013 -0.342
C 2.149 0.151 0.781 -0.221
C 2.197 0.192 -0.677 -0.378
N -1.099 -1.161 -0.120 -0.776
N -2.207 -0.446 0.120 0.256
H -2.644 1.660 0.125 0.421
H 0.012 1.923 -0.027 0.380
H 2.904 -0.499 1.310 0.208
H 1.891 0.986 1.509 0.204
H 3.000 -0.289 -1.250 0.206
H 1.868 1.034 -1.227 0.218
H -3.110 -0.868 0.289 0.213
```

Summary:
Gap between HOMO and LUMO in eV: 9.819
Lowest unoccupied orbital energy in Ha: 0.038
E_HOMO in eV: -8.79
SMILES string: c1cc(N2CC2)n[nH]1

---

b:
Formula: C5H7N3
Source: the Open Molecules 2025 dataset
Level of theory: the ωB97M-V functional and the def2-TZVPD basis

```
15
Properties=species:S:1:pos:R:3:mulliken_charge:R:1
C -0.624 1.590 -1.736 0.076
C 1.712 -0.513 -0.130 -0.034
C 1.083 -0.781 1.125 -0.852
C -0.287 -1.367 1.332 -0.653
C -1.272 -1.982 1.307 0.373
H -1.995 2.306 -0.453 0.295
H -0.076 1.409 -2.738 0.365
H -0.583 0.389 0.073 0.230
H 2.469 -1.083 -0.776 0.348
H 0.903 0.245 1.622 0.462
H 1.515 -1.586 1.858 0.218
H -2.254 -2.502 1.539 0.403
N -1.815 2.103 -1.765 -0.551
N 0.076 1.251 -0.447 -0.273
N 1.148 0.521 -0.810 -0.406
```

Summary:
Gap between HOMO and LUMO in eV: 10.042
Lowest unoccupied orbital energy in Ha: 0.024
E_HOMO in eV: -9.40

---

The structure with the least stability is b.

---

a:
Formula: C3H3I2N
Source: the Open Molecules 2025 dataset
Level of theory: the ωB97M-V functional and the def2-TZVPD basis

```
9
Properties=species:S:1:pos:R:3:mulliken_charge:R:1
N 0.056 2.558 0.285 -0.362
C 0.240 1.477 -0.050 0.251
C 0.449 0.090 -0.420 -0.266
I 2.477 -0.592 -0.163 0.147
C -0.397 -0.798 0.362 -1.194
I -2.505 -0.459 -0.185 0.061
H 0.242 0.097 -1.530 0.320
H -0.164 -1.809 0.349 0.525
H -0.397 -0.564 1.350 0.518
```

Summary:
Gap between HOMO and LUMO in eV: 9.387
Lowest unoccupied orbital energy in Ha: -0.022
E_HOMO in eV: -9.98
SMILES string: N#C[C@@H](I)CI

---

b:
Formula: C3H3I2N
Source: the Open Molecules 2025 dataset
Level of theory: the ωB97M-V functional and the def2-TZVPD basis

```
9
Properties=species:S:1:pos:R:3:mulliken_charge:R:1
C 1.068 0.242 1.109 0.644
C -0.500 0.307 -0.775 -0.818
C 0.527 -0.365 -0.005 -0.632
N 1.524 0.795 2.015 -0.372
I 0.585 1.634 -2.198 0.045
I -1.990 -1.974 1.834 0.008
H -1.082 -0.351 -1.408 0.395
H -1.120 0.978 -0.191 0.410
H 0.989 -1.264 -0.380 0.319
```

Summary:
Gap between HOMO and LUMO (spin up / spin down) in eV: 7.847 / 5.836
Lowest unoccupied orbital energy (spin up / spin down) in Ha: -0.082 / -0.125
E_HOMO (spin up / spin down) in eV: -10.08 / -9.23

---

The structure with the least stability is b.